Entry 1:
C9H19I2NO4P2 | the ωB97M-V functional and the def2-TZVPD basis

The geometry in ORCA input format:
```
! RIJCOSX wB97M-V def2-TZVPD def2/J DEFGRID3
* xyz 0 1
C 1.967 -2.816 -0.064
C 1.077 -3.054 -1.030
P 0.470 -1.931 -2.324
C 2.244 -1.243 -2.749
P 2.802 0.122 -1.743
O 1.735 0.755 -0.937
O 3.500 1.181 -2.729
O 4.017 -0.364 -0.826
C -1.346 -2.608 -2.068
I -1.941 -4.028 -3.527
C -2.187 -2.264 -1.108
C -3.593 -2.702 -0.845
I -1.504 -0.853 0.318
H 2.664 -3.600 0.220
H 2.013 -1.895 0.507
H 0.658 -4.058 -1.101
H -0.015 -0.625 -2.144
H 0.431 -2.442 -3.635
H 2.273 -0.938 -3.798
H 2.974 -2.048 -2.635
H 2.803 1.729 -3.113
H 3.734 -0.216 0.086
H -4.246 -1.829 -0.913
H -3.925 -3.468 -1.539
H -3.673 -3.037 0.191
C 0.448 3.497 2.852
N -0.766 2.806 2.465
C -2.041 3.038 2.877
C -2.258 4.159 3.868
O -2.963 2.363 2.453
H 0.926 3.936 1.975
H 1.150 2.798 3.311
H 0.229 4.287 3.563
H -0.690 2.048 1.806
H -3.318 4.214 4.092
H -1.712 3.969 4.793
H -1.935 5.113 3.452
*
```

The HOMO-LUMO gap comes out at 0.3201 Ha. The electronic energy comes out at -54099.4821 eV. For the lowest unoccupied orbital energy, the calculation gives 0.1260 eV. The SMILES is C=C[PH2](CP(=O)(O)O)/C(I)=C(/C)I.CNC(C)=O. Its molar mass is 521.010 g mol⁻¹.

natural (NBO) atomic charge list, values in e, 2 entries: number 1, C, carries -0.33; number 2, C, carries -0.53



Entry 2:
C8H16N2O4 | the ωB97M-V functional and the def2-TZVPD basis

The geometry in ORCA input format:
```
! RIJCOSX wB97M-V def2-TZVPD def2/J DEFGRID3
* xyz 0 1
C -0.077 -1.983 1.182
C -0.565 -1.924 -0.268
C -1.922 -1.325 -0.360
C 0.470 -1.175 -1.188
N 0.911 0.087 -0.639
C 0.221 1.228 -0.553
O -0.737 1.440 -1.270
C 0.749 2.174 0.535
N 0.021 3.420 0.633
C 0.749 1.457 1.861
O 1.867 0.551 1.845
C -0.060 -1.204 -2.649
O 0.081 -2.219 -3.323
O -0.585 -0.116 -3.145
H 1.016 -2.287 1.163
H -0.152 -1.077 1.833
H -0.695 -2.764 1.693
H -0.525 -2.935 -0.683
H -2.733 -2.063 -0.039
H -1.968 -0.484 0.371
H -2.182 -1.005 -1.385
H 1.381 -1.711 -1.133
H 1.652 -0.025 0.041
H 1.746 2.394 0.326
H -1.020 3.289 0.710
H 0.096 3.806 -0.290
H 0.842 2.193 2.667
H -0.195 0.912 1.942
H 2.343 0.860 2.593
H -0.731 0.485 -2.469
*
```

The HOMO-LUMO gap comes out at 0.3648 Ha. The electronic energy comes out at -19725.8453 eV. For the lowest unoccupied orbital energy, the calculation gives 0.2981 eV. The SMILES is CC(C)[C@H](NC(=O)[C@@H](N)CO)C(=O)O. Its molar mass is 204.226 g mol⁻¹.

natural (NBO) atomic charge list, values in e, 2 entries: number 1, C, carries -0.62; number 2, C, carries -0.23